1.
Below is a cluster of 21 separate species, H42O20S in total, with properties calculated with the ωB97M-V functional and the def2-TZVPD basis.

Values from the calculation:
Orbital gap: 0.3661 hartree
ΔE to the lowest compared entry with this formula, charge and spin: 4.364 eV

```
! RIJCOSX wB97M-V def2-TZVPD def2/J DEFGRID3
* xyz 0 1
H -2.320 -1.512 3.376
H -3.945 -0.206 1.267
O 1.982 -1.616 1.646
H -0.703 -3.187 3.114
H -0.468 0.886 0.568
H 1.678 -0.406 -1.658
H -0.192 1.607 1.614
O 2.878 2.365 1.444
H 0.011 -3.938 -2.606
O -1.123 1.106 3.170
S -1.111 -2.332 -0.556
H -0.612 1.797 -3.411
O 0.465 -3.538 -3.354
H 4.714 0.495 -0.375
O -1.249 3.769 1.472
O 0.085 3.823 -1.354
O 4.572 0.011 -1.241
H 2.302 -2.384 -3.158
H 1.001 1.147 -4.770
H -0.328 4.130 1.239
O 0.203 -3.124 2.717
H -1.343 -1.551 -4.541
H -4.162 1.987 2.136
H -0.234 0.410 3.117
H -1.832 3.936 0.713
O 1.486 0.298 3.266
H -2.464 1.499 2.083
O -1.405 1.564 -2.913
O -0.774 -1.088 -3.923
O 0.269 1.511 0.839
H -0.682 1.612 3.875
H 3.123 2.306 2.382
H 0.113 -2.650 -3.545
H -0.976 1.548 -2.027
H 2.213 0.149 3.920
O 2.430 -1.338 -3.168
H -2.107 -3.059 -0.236
H 1.714 -0.330 2.573
H 0.850 -3.870 -0.163
H -2.830 -0.874 1.966
H -2.187 -2.577 2.124
O -2.180 -2.573 3.116
O 1.860 -0.349 -0.668
H 0.087 3.251 -0.520
H 3.303 -1.279 -2.926
H 3.649 -0.301 -1.021
O -3.614 3.376 -0.411
O -3.575 -1.089 1.542
H 1.376 -2.172 2.015
O -3.369 1.614 1.703
H 2.060 -1.491 0.623
H 1.962 0.695 -0.494
H 1.933 2.282 1.470
H 0.968 3.926 -1.453
H -1.597 -1.884 -1.633
H -3.584 3.007 0.368
H -1.145 -0.328 -3.565
H 0.947 -2.978 3.411
H 1.838 -4.551 0.784
H 1.599 2.454 -4.416
H -3.592 2.815 -1.192
O 0.858 1.919 -4.484
O 1.177 -4.720 0.131
*
```

Results of the natural (NBO) charge analysis, in e, for atoms 1 through 6:
1. H 0.490
2. H 0.504
3. O -1.020
4. H 0.518
5. H 0.486
6. H 0.526



2.
Below is a cluster of 5 separate species, C17H34BFO13 in total, with properties calculated with the ωB97M-V functional and the def2-TZVPD basis.

Values from the calculation:
SMILES: CCB(F)C[C@@H]1CO1.COC(=O)OC.COC(=O)OC.COC(=O)OC.COC(=O)OC
Orbital gap: 0.3835 hartree

```
! RIJCOSX wB97M-V def2-TZVPD def2/J DEFGRID3
* xyz 0 1
H 1.727 1.562 -3.179
C 0.222 0.958 7.773
O -0.213 -2.563 -5.056
H 2.687 0.270 -2.433
H 5.513 5.891 -2.372
O -7.046 -3.651 -2.902
C -5.924 -3.763 -5.332
H 0.088 3.014 2.400
H 1.958 -0.429 0.741
H 1.226 -4.663 -4.207
H -1.301 -0.776 9.063
C -6.104 -2.013 -1.002
H -1.378 -1.287 1.747
F 2.792 2.633 2.614
C 3.863 -0.188 1.985
O 4.581 4.068 -2.416
H 1.070 3.518 5.955
H -6.037 -2.986 -0.505
H -7.146 -1.686 -1.077
H -5.314 -3.638 -6.231
H 4.784 -0.459 1.286
C 2.738 1.157 -3.071
H 3.144 0.859 -4.043
C -1.458 -0.605 -3.718
O 0.520 2.245 7.461
C 0.197 -2.240 -3.952
C 2.660 0.457 1.039
H 3.911 5.904 -3.132
H 0.004 2.194 5.445
O -0.328 -1.272 -3.159
H -2.278 -1.310 -3.887
H -5.850 -4.806 -5.008
H -1.022 -0.246 -0.032
O 0.217 0.015 6.997
H -1.795 0.148 -2.999
C -6.085 -2.940 -3.149
O 3.595 2.106 -2.438
C -0.814 -0.486 1.094
O -2.001 0.593 1.456
H -0.619 -0.328 10.639
O -5.415 -2.887 -4.328
H -1.185 -0.095 -4.647
H -5.557 -1.282 -0.401
C 0.345 2.175 1.625
H -0.032 2.374 0.535
C 0.850 2.455 6.090
C 1.911 -3.829 -4.025
O 3.232 3.537 -4.198
O -0.069 0.902 9.097
H 5.328 5.201 -3.996
H -6.959 -3.506 -5.580
C -0.405 -0.401 9.569
C 3.750 3.265 -3.127
B 1.921 1.734 1.760
H 3.201 0.798 0.033
H 3.481 -1.213 2.450
H 4.221 0.522 2.844
H 2.741 -4.193 -3.413
O 1.256 -2.787 -3.304
H 2.319 -3.448 -4.967
H 0.435 -1.090 9.433
H -0.577 0.539 3.439
C 4.838 5.332 -3.025
H 1.740 1.881 5.814
C -0.657 0.825 2.221
O -5.499 -2.065 -2.293
*
```

Results of the natural (NBO) charge analysis, in e, for atoms 1 through 6:
1. H 0.192
2. C 0.982
3. O -0.632
4. H 0.201
5. H 0.198
6. O -0.636



3.
Below is a cluster of 2 separate species, C4H11NO in total, with properties calculated with the ωB97M-V functional and the def2-TZVPD basis.

Values from the calculation:
SMILES: C/C=C(/C)N.O
Orbital gap: 0.3174 hartree
ΔE to the lowest compared entry with this formula, charge and spin: 1.034 eV

```
! RIJCOSX wB97M-V def2-TZVPD def2/J DEFGRID3
* xyz 0 1
O -0.380 -1.826 1.996
H -1.783 0.083 -0.569
H 0.821 -2.059 -1.786
C 0.805 1.997 0.446
H 1.237 2.620 -0.331
H -1.054 -2.472 2.219
H 0.059 2.583 0.993
N -1.251 0.807 -0.110
C 0.822 -0.114 -0.879
C 0.191 -1.183 -1.730
H -0.785 -1.526 -1.399
C 0.129 0.807 -0.203
H 1.529 1.704 1.197
H 0.036 -0.827 -2.749
H -1.735 1.613 0.232
H 1.906 -0.158 -0.856
H -0.665 -1.383 1.189
*
```

Results of the natural (NBO) charge analysis, in e, for atoms 1 through 6:
1. O -0.942
2. H 0.386
3. H 0.220
4. C -0.639
5. H 0.225
6. H 0.465